Density functional theory data (ωB97M-V/def2-TZVPD) for a structure of composition C51H119N15O17Pt.

```
203
Properties=species:S:1:pos:R:3:forces:R:3:lowdin_charge:R:1
Pt -1.670118 -17.000045 10.870365 -1.52 0.09 -1.41 1.25
C 0.130315 -20.873102 9.613252 0.21 0.09 1.31 -0.07
C -0.783128 -19.798231 9.073384 -1.50 -0.05 -0.48 -0.64
C -2.212247 -20.341408 9.088319 -0.40 -0.22 0.29 -0.08
O -0.718233 -18.565893 9.650682 1.28 1.00 0.61 -0.36
H 1.133407 -20.523320 9.857296 0.20 0.15 -0.57 0.07
H 0.163380 -21.765798 8.988691 0.04 0.08 -0.06 0.08
H -0.269379 -21.130394 10.594146 -0.16 -0.48 0.22 0.06
H -0.563170 -19.744600 8.007166 0.35 0.37 -0.67 0.10
H -2.905743 -19.634107 8.633459 0.11 0.00 -0.48 0.05
H -2.623419 -20.468711 10.089734 0.34 0.01 0.44 0.07
H -2.244372 -21.328134 8.626320 -0.23 -0.05 -0.36 0.07
C -2.551781 -13.445452 8.289875 -0.29 0.14 -0.73 -0.05
C -3.356442 -14.603466 8.859793 1.07 -2.25 0.74 -0.58
C -4.216451 -15.374220 7.844426 -1.05 2.13 -0.27 -0.05
O -2.437648 -15.498844 9.409959 0.95 0.11 0.06 -0.40
H -1.989700 -13.803843 7.427470 0.12 -0.03 -0.11 0.06
H -1.823523 -13.073324 9.010460 -0.23 -0.06 0.19 0.05
H -3.158506 -12.608110 7.945131 -0.11 0.06 -0.05 0.04
H -4.006804 -14.206330 9.639165 -0.59 0.22 0.32 0.09
H -4.896533 -16.132941 8.231642 0.94 -0.69 0.34 0.06
H -3.671423 -15.600070 6.927893 0.14 -0.59 0.21 0.06
H -4.988264 -14.671122 7.531282 -0.21 0.57 -0.57 0.06
C -9.232544 -14.009187 9.282748 -0.03 0.04 -1.22 -0.35
O -9.407032 -15.212741 9.424323 0.02 0.88 0.62 0.00
N -9.958924 -12.961329 9.728073 -0.32 -0.45 0.65 -0.20
C -9.800875 -11.613142 9.205778 -0.12 -0.11 -0.07 -0.04
C -11.106387 -13.147867 10.581133 -0.78 -0.67 -0.07 -0.04
H -8.457155 -13.599957 8.616783 0.42 -0.30 -0.09 0.12
H -10.746121 -11.219031 8.832577 -0.39 -0.21 0.25 0.09
H -9.204832 -11.615127 8.293189 0.69 0.11 0.50 0.07
H -9.487746 -10.962407 10.022236 0.44 0.32 -0.43 0.08
H -11.387284 -14.200120 10.625347 0.01 -0.05 -0.48 0.09
H -11.017663 -12.900563 11.639002 0.54 0.65 -0.07 0.09
H -11.900179 -12.560672 10.119405 -0.32 -0.15 0.39 0.09
C -1.030022 -20.716687 5.238315 3.45 -1.32 0.55 -0.31
O 0.137891 -21.216649 5.214481 -3.25 1.43 -0.37 -0.04
N -2.162327 -21.431613 5.201127 0.17 1.65 1.09 -0.20
C -3.468591 -20.851899 5.578454 0.45 -0.12 -1.12 -0.04
C -2.162654 -22.821581 4.929782 -1.05 -1.21 -0.24 -0.06
H -1.179999 -19.630742 5.340428 -0.05 -0.07 0.06 0.11
H -3.919471 -21.355323 6.433661 0.14 -0.18 -0.08 0.08
H -4.078245 -20.958719 4.681231 -0.59 -0.08 0.23 0.09
H -3.441524 -19.785044 5.800228 0.54 -0.10 0.04 0.07
H -1.227646 -23.381689 4.941323 0.20 0.81 0.11 0.10
H -2.833726 -23.280830 5.655618 0.00 -0.32 0.01 0.09
H -2.631921 -22.931142 3.952078 -0.01 -0.47 -0.20 0.09
C -5.706348 -8.382762 7.791875 -2.33 0.30 0.28 -0.33
O -6.951459 -8.436309 7.701864 2.24 -0.48 -0.03 -0.04
N -4.847402 -9.414252 7.896569 1.00 -0.22 -0.10 -0.16
C -3.361532 -9.255698 7.929842 -0.92 0.17 -0.13 -0.04
C -5.250423 -10.819687 7.906800 -0.65 -0.04 0.78 -0.05
H -5.251050 -7.383387 7.870379 0.42 -0.19 -0.17 0.13
H -2.999710 -8.273087 7.627106 -0.51 0.08 -0.38 0.08
H -2.983121 -10.014681 7.245116 0.35 0.08 0.11 0.07
H -2.939331 -9.369824 8.928254 -0.24 -0.50 0.16 0.08
H -4.947662 -11.376075 7.019744 0.09 0.16 -0.05 0.08
H -4.852473 -11.294538 8.803611 0.59 -0.07 -0.08 0.07
H -6.316354 -10.969700 8.078187 -0.17 0.63 -0.51 0.08
C 1.580771 -17.029019 7.201954 -0.14 0.28 -0.95 -0.31
O 2.717471 -17.414178 7.016867 -0.03 0.13 0.18 0.01
N 0.754228 -16.543207 6.201945 0.69 -1.13 0.27 -0.19
C -0.633939 -16.368421 6.515526 -0.35 1.01 0.07 -0.08
C 1.069905 -16.766444 4.795295 -0.35 -0.09 0.37 -0.04
H 1.096467 -16.991358 8.190001 -0.05 -0.09 0.04 0.12
H -1.337087 -17.200888 6.489551 0.48 -0.76 -0.06 0.08
H -0.993660 -15.689934 5.741985 -0.40 0.51 0.31 0.06
H -0.697776 -15.953707 7.521527 -0.49 0.20 -0.06 0.07
H 2.132578 -16.982955 4.685998 -0.23 -0.02 -0.11 0.09
H 0.433048 -17.560414 4.405254 0.31 -0.60 0.05 0.08
H 0.741395 -15.925787 4.184163 0.37 0.51 0.14 0.07
C -7.026618 -11.336281 4.674173 -0.95 -0.36 -0.11 -0.37
O -6.462165 -12.389243 4.869060 0.66 -0.09 0.19 0.00
N -8.344340 -11.141403 4.870184 -1.38 0.14 0.77 -0.16
C -8.968812 -9.908141 4.401183 -0.98 -0.03 0.58 -0.07
C -9.295062 -12.174683 5.423868 0.71 0.63 -0.69 -0.02
H -6.600328 -10.406705 4.266292 0.58 -0.17 0.02 0.13
H -9.465792 -9.343498 5.190037 0.07 -0.26 0.56 0.08
H -9.790908 -10.196275 3.746025 0.20 0.26 -0.57 0.09
H -8.311192 -9.150016 3.975862 0.32 -0.66 -0.37 0.09
H -8.800621 -12.906895 6.062226 0.30 0.21 -0.21 0.06
H -10.105130 -11.716020 5.990892 0.29 0.43 0.09 0.07
H -9.801216 -12.700582 4.614336 0.21 -0.13 -0.20 0.09
C -8.397450 -18.538760 5.980336 -0.96 -2.26 -3.46 -0.29
O -8.799632 -19.560467 5.342787 1.05 2.60 2.25 -0.05
N -7.880661 -17.447931 5.351079 -1.14 -1.15 -0.68 -0.19
C -7.461332 -16.321839 6.122343 0.45 0.31 -0.53 -0.06
C -7.853686 -17.244635 3.879201 0.58 -0.82 -0.44 -0.03
H -8.448326 -18.424515 7.074213 0.04 -0.14 -0.11 0.12
H -7.901816 -15.473062 5.599224 0.60 0.57 0.33 0.09
H -6.375804 -16.396990 6.058373 0.17 1.15 0.39 0.08
H -7.799652 -16.307771 7.158416 -0.06 -0.32 -0.05 0.08
H -7.822378 -18.143752 3.263821 -0.77 -0.61 0.80 0.09
H -8.632917 -16.608291 3.459713 -0.32 0.04 0.57 0.09
H -6.923593 -16.844197 3.475873 0.41 0.70 0.95 0.07
C -7.454937 -11.351429 11.834748 0.40 3.24 0.15 -0.30
O -7.745644 -10.141737 11.932464 -0.64 -2.27 -0.36 -0.01
N -6.274142 -11.773396 12.304215 1.94 -1.32 -0.06 -0.18
C -5.663224 -13.024035 11.839540 -1.95 -0.75 0.44 -0.04
C -5.293488 -10.904783 12.893585 0.56 1.14 0.12 -0.06
H -8.050235 -12.128635 11.330998 -0.10 0.13 0.15 0.12
H -5.263521 -13.625393 12.656060 0.30 0.32 0.19 0.09
H -4.947632 -12.999628 11.017697 0.03 0.62 0.05 0.07
H -6.536406 -13.594423 11.522825 0.18 -0.44 -0.47 0.08
H -4.814895 -11.362765 13.759205 -0.22 -0.20 0.11 0.08
H -4.486931 -10.696163 12.190714 0.16 -0.21 -0.35 0.08
H -5.627540 -9.903171 13.164287 -0.64 -0.36 0.06 0.09
C -3.926321 -16.936516 1.278609 -0.34 0.05 3.36 -0.30
O -4.508949 -16.107520 0.654906 -0.25 0.99 -1.04 0.04
N -3.669353 -16.767780 2.681281 1.29 -0.94 -0.92 -0.18
C -3.111137 -17.819252 3.541552 -0.17 -0.03 -1.34 -0.08
C -3.929307 -15.576851 3.468164 -0.97 0.11 -0.50 -0.07
H -3.725002 -17.938466 0.869002 0.49 -0.03 0.37 0.13
H -2.097053 -17.612064 3.883328 0.04 0.36 0.15 0.06
H -3.030114 -18.738483 2.961407 -0.22 -0.19 0.12 0.08
H -3.770443 -17.949689 4.399683 0.02 -0.17 0.06 0.07
H -4.699758 -15.880917 4.176717 -0.36 0.47 0.17 0.07
H -3.115841 -15.208322 4.093103 0.56 -0.34 -0.27 0.07
H -4.270052 -14.743042 2.854357 -0.17 -0.20 -0.06 0.08
C 1.285508 -15.779987 10.998647 0.17 -1.93 -0.70 -0.32
O 0.182101 -16.052343 11.472082 1.30 1.24 0.47 -0.13
N 1.577248 -14.812533 10.153151 0.23 1.82 -0.32 -0.12
C 2.981065 -14.636663 9.600735 -1.53 0.18 0.75 0.00
C 0.537138 -13.754126 9.958734 0.27 -0.64 -0.29 -0.01
H 2.117227 -16.491998 11.114734 0.11 0.08 0.32 0.14
H 3.420807 -13.784761 10.119384 0.22 -0.04 -0.05 0.08
H 2.969167 -14.435886 8.529450 -0.30 -0.08 0.05 0.07
H 3.566523 -15.541454 9.764119 -0.20 0.06 0.11 0.09
H 0.874209 -12.759911 10.251989 0.56 0.05 -0.48 0.08
H 0.160345 -13.851123 8.940537 0.21 0.49 -0.07 0.08
H -0.348235 -13.900155 10.577523 0.33 -0.78 0.04 0.05
C -0.498258 -12.430767 5.176494 0.20 1.70 0.21 -0.35
O -1.537971 -11.809911 5.047911 -0.28 -0.77 -0.16 -0.01
N 0.601183 -11.876357 5.746774 0.58 -0.12 0.17 -0.15
C 0.565576 -10.464527 6.312754 0.65 -2.03 -0.01 0.01
C 1.788597 -12.737527 5.869421 0.50 1.16 1.03 -0.05
H -0.257464 -13.442809 4.815944 -0.54 -0.12 -0.06 0.12
H 1.271003 -9.829368 5.776986 -0.88 0.34 -0.85 0.09
H 1.019747 -10.365841 7.298690 -0.13 -0.99 0.46 0.04
H -0.493493 -10.237830 6.435608 0.30 0.60 -0.69 0.07
H 2.065670 -12.602881 6.914977 0.49 -0.45 0.12 0.07
H 1.695017 -13.804131 5.665198 -0.89 0.10 0.06 0.07
H 2.645364 -12.437990 5.265826 -0.10 0.49 -0.18 0.08
C -1.052155 -18.611128 13.790813 1.95 0.91 -1.34 -0.22
O -1.249771 -17.821361 12.843223 0.25 -2.36 2.60 -0.13
N 0.084273 -19.384157 13.907122 -0.80 0.18 0.11 -0.17
C 0.523770 -20.020563 15.153644 -0.16 0.12 -0.51 -0.06
C 1.105466 -19.439756 12.838640 -0.82 0.73 -0.25 -0.02
H -1.715484 -18.625408 14.669441 0.06 -0.24 -0.15 0.14
H -0.182249 -19.966114 15.982303 -0.26 0.12 -0.31 0.08
H 1.442111 -19.527225 15.472010 0.12 -0.11 0.12 0.09
H 0.730547 -21.064800 14.919280 0.07 -0.05 0.30 0.09
H 1.823816 -20.246823 12.982571 -0.31 -0.05 0.28 0.09
H 0.617126 -19.555369 11.871038 -0.03 0.04 0.04 0.06
H 1.643177 -18.492379 12.800717 0.13 0.08 0.07 0.09
C -3.436115 -12.062924 0.148877 0.50 -0.53 1.55 -0.32
O -2.934056 -12.663424 -0.760652 0.57 -0.36 -0.72 0.02
N -3.045909 -12.186702 1.484292 -1.31 0.47 -2.67 -0.21
C -1.852679 -12.869517 1.902054 -0.50 0.23 -1.02 -0.04
C -3.669754 -11.374758 2.455124 -0.25 -0.12 1.48 -0.09
H -4.286861 -11.390459 -0.041472 -0.05 0.13 0.51 0.13
H -1.170934 -12.088062 2.237673 0.35 -0.36 0.45 0.09
H -1.459620 -13.342813 1.002283 0.15 -0.27 0.25 0.09
H -2.155140 -13.584223 2.667440 0.60 -0.02 0.15 0.07
H -2.890199 -10.780140 2.931397 -0.29 0.68 0.06 0.08
H -4.534778 -10.823528 2.086371 0.37 0.24 -0.27 0.09
H -4.058070 -11.999353 3.259605 -0.13 -0.12 0.24 0.08
C -2.265548 -14.142409 12.625690 0.14 -3.27 0.89 -0.24
O -2.590144 -15.381812 12.532840 0.58 4.48 0.64 -0.09
N -2.038527 -13.445231 13.780041 -1.31 -1.88 0.07 -0.18
C -1.694876 -12.070596 13.650343 0.37 1.26 -0.70 -0.07
C -2.441486 -13.901677 15.118479 0.52 -0.11 -0.18 -0.03
H -1.974482 -13.480069 11.795750 -0.43 -0.61 -0.49 0.13
H -0.660389 -11.917415 13.342962 0.20 -0.08 0.18 0.09
H -1.856877 -11.496072 14.562363 -0.11 -0.25 -0.01 0.10
H -2.302055 -11.639999 12.854098 -0.07 0.35 0.10 0.07
H -3.108819 -13.161417 15.559814 -0.16 -0.08 -0.02 0.08
H -2.899217 -14.890844 15.129834 -0.05 0.17 -0.48 0.09
H -1.560923 -13.969225 15.757342 0.10 0.07 0.04 0.09
C 2.123989 -9.637812 10.915606 0.03 -0.26 -1.73 -0.38
O 1.940157 -9.854279 12.077035 -0.11 -0.09 1.28 0.04
N 3.269971 -9.310794 10.292528 0.66 1.36 2.17 -0.21
C 3.322303 -9.296512 8.880946 0.67 -0.85 -0.88 -0.08
C 4.533352 -9.348653 11.011195 0.44 -0.38 -0.02 -0.03
H 1.378045 -9.775740 10.117645 -0.78 0.11 0.24 0.12
H 2.383742 -8.946256 8.451367 0.20 -0.11 -0.08 0.08
H 3.570183 -10.321847 8.606429 -0.39 -0.29 -0.83 0.09
H 4.174871 -8.744221 8.485729 -0.24 0.54 0.27 0.10
H 4.962900 -10.331543 10.817532 0.41 -0.10 0.06 0.09
H 5.239307 -8.590615 10.671928 -0.20 0.05 -0.29 0.09
H 4.477237 -9.238384 12.094156 -0.69 -0.01 -0.19 0.09
C -4.799063 -17.627786 11.537796 -0.28 0.04 -0.70 -0.27
O -3.641629 -17.959541 11.319176 -1.09 -0.65 -0.13 -0.09
N -5.897811 -18.096624 10.909166 0.97 -1.53 -0.68 -0.17
C -7.165564 -17.628353 11.257523 -2.23 1.31 0.21 -0.09
C -5.938495 -19.111478 9.856303 2.53 -0.31 0.29 -0.01
H -5.099498 -16.861061 12.268596 0.39 0.09 0.11 0.15
H -7.907755 -17.954707 10.529004 0.17 0.03 -0.13 0.09
H -7.169284 -16.541491 11.174894 -0.32 0.14 0.44 0.09
H -7.586390 -17.972415 12.202318 0.36 0.08 0.35 0.10
H -6.006619 -20.135615 10.223182 -1.28 0.01 0.36 0.10
H -6.614908 -18.828361 9.049827 0.07 -0.22 0.23 0.08
H -4.913328 -19.244112 9.510558 0.13 0.73 -0.65 0.06
```
Positions in Å, forces in eV/Å.

The expectation value of S² is 2.0044. As for the spin multiplicity: 3. Its HOMO energy (spin up / spin down) is -6.784 / -6.606 eV. The calculation puts the gap between HOMO and LUMO (spin up / spin down) at 6.8 / 6.6 eV.

Density functional theory data (ωB97M-V/def2-TZVPD) for a cluster of 2 separate species, CH3O2Si in total.

```
7
Properties=species:S:1:pos:R:3:forces:R:3:lowdin_charge:R:1
C -3.229441 -0.011628 -0.003899 -2.46 0.72 0.79 -0.63
O -3.692387 -1.114992 0.165690 1.71 0.65 -0.42 -0.02
O -3.617574 1.141183 -0.086782 1.85 -1.40 -0.23 -0.03
Si -0.325961 0.007024 0.031677 -0.69 -1.55 -0.23 0.40
H 0.352719 -0.585579 -1.201600 -0.36 -0.49 0.07 -0.23
H 0.184287 1.266835 -0.404600 0.46 1.72 0.16 -0.27
H 0.749245 -0.510770 1.027198 -0.50 0.36 -0.14 -0.22
```
Positions in Å, forces in eV/Å.

Its HOMO energy is -3.153 eV. The calculation puts the gap between HOMO and LUMO at 7.3 eV. The charge is -1.

The evaluated maximum force for the records listed, in turn: 0.089, 0.052 hartree/bohr.
The evaluated energy relative to the best compared isomer or geometry (same formula, charge and spin) for the records listed, in turn: 188.84, 117.69 kJ/mol.